[1]
DFT (ωB97M-V with the def2-TZVPD basis set) results for a 2-piece molecular cluster, C2HBrNO4 overall.

Energy relative to the best compared isomer or geometry (same formula, charge and spin) = 1.113 eV
Net charge = -1
Energy = -3006.4617 hartree

```
9
C2HBrNO4, DFT ωB97M-V with the def2-TZVPD basis set
C -1.171 1.824 0.233
C 1.162 -0.027 0.727
N 1.252 1.236 0.407
O -1.649 2.826 -0.232
O 0.344 1.721 -0.443
O -1.415 0.922 0.971
O 2.129 2.008 0.863
Br 1.986 -0.767 2.155
H -0.152 -0.335 0.185
```


[2]
DFT (ωB97M-V with the def2-TZVPD basis set) results for an isolated molecule of C21H24N4O3S.

Energy relative to the best compared isomer or geometry (same formula, charge and spin) = 2.588 eV
Energy = -1657.5323 hartree
SMILES string = CCn1c(CNc2ccc(OC)cc2)nnc1SCC(=O)c1ccc(OC)cc1

```
53
C21H24N4O3S, DFT ωB97M-V with the def2-TZVPD basis set
C 3.531 0.544 0.749
H 2.959 -0.126 1.386
H 4.583 0.463 1.006
H 3.388 0.228 -0.281
C 3.077 1.988 0.928
N 1.661 2.156 0.724
C 0.696 2.269 1.688
N -0.475 2.459 1.150
N -0.313 2.456 -0.173
C 0.957 2.274 -0.436
C 1.529 2.272 -1.813
N 2.230 1.044 -2.122
C 1.533 -0.130 -2.413
C 2.219 -1.179 -3.020
C 1.606 -2.393 -3.271
C 0.275 -2.581 -2.924
C -0.417 -1.531 -2.325
C 0.197 -0.323 -2.068
H -0.371 0.463 -1.598
H -1.453 -1.682 -2.066
O -0.438 -3.732 -3.128
C 0.221 -4.828 -3.708
H 1.066 -5.161 -3.095
H -0.519 -5.625 -3.761
H 0.576 -4.598 -4.719
H 2.180 -3.176 -3.741
H 3.256 -1.044 -3.299
H 3.038 1.173 -2.713
H 0.692 2.469 -2.499
H 2.244 3.097 -1.892
S 1.015 2.249 3.407
C 0.974 0.441 3.773
C 0.377 -0.372 2.638
O 1.102 -1.133 2.026
C -1.034 -0.179 2.308
C -1.519 -0.805 1.151
C -2.811 -0.612 0.738
C -3.670 0.218 1.468
C -3.200 0.828 2.631
C -1.900 0.632 3.041
H -1.565 1.131 3.937
H -3.840 1.470 3.216
O -4.919 0.356 0.973
C -5.814 1.236 1.612
H -6.723 1.218 1.013
H -5.417 2.255 1.641
H -6.045 0.904 2.629
H -3.191 -1.078 -0.157
H -0.843 -1.426 0.582
H 0.399 0.334 4.692
H 2.002 0.117 3.942
H 3.601 2.639 0.221
H 3.292 2.330 1.946
```


[3]
DFT (ωB97M-V with the def2-TZVPD basis set) results for an isolated ion of composition C5H14N2 and charge -1.

Spin multiplicity = 2
Energy relative to the best compared isomer or geometry (same formula, charge and spin) = 0.710 eV
Net charge = -1
⟨S²⟩ = 0.750
Energy = -308.3369 hartree

```
21
C5H14N2, DFT ωB97M-V with the def2-TZVPD basis set
C -2.283 0.399 -1.040
C -1.005 0.377 -1.872
C 0.069 -0.641 -1.429
C 0.135 -0.829 0.071
N 0.603 0.356 0.773
C 1.828 0.542 1.473
N 1.906 -0.047 2.834
H -2.280 1.170 -0.269
H -3.087 0.693 -1.722
H -2.642 -0.546 -0.663
H -1.250 0.172 -2.909
H -0.491 1.335 -1.802
H 1.042 -0.259 -1.751
H -0.033 -1.633 -1.865
H -0.835 -1.057 0.502
H 0.771 -1.676 0.353
H -0.105 1.031 1.012
H 1.912 1.625 1.556
H 2.633 0.113 0.872
H 0.942 -0.099 3.144
H 2.169 -1.026 2.734
```


[4]
DFT (ωB97M-V with the def2-TZVPD basis set) results for C6H24BF4O9Sn as an isolated structure.

Net charge = +1
Energy = -1558.6663 hartree

```
45
C6H24BF4O9Sn, DFT ωB97M-V with the def2-TZVPD basis set
Sn 3.248 11.762 20.970
B 0.835 11.481 18.877
F 0.373 12.062 17.720
F -0.085 10.524 19.287
F 2.124 10.951 18.620
F 0.966 12.485 19.891
O 2.689 12.740 16.449
H 2.212 11.966 16.764
H 2.078 13.471 16.576
O 1.787 9.201 21.026
H 2.189 8.962 20.181
H 1.037 8.580 21.115
O 4.916 9.373 17.064
H 4.643 8.451 17.018
H 4.185 9.862 16.671
C 2.317 14.625 20.251
C 3.718 15.158 20.101
O 4.478 14.008 19.683
O 2.018 14.113 21.553
H 2.066 13.936 19.449
H 1.718 15.525 20.060
H 4.228 15.530 20.988
H 3.659 15.928 19.333
H 5.128 14.215 19.002
H 1.084 13.850 21.528
C -3.198 12.577 19.862
C -3.506 11.100 19.641
O -2.899 10.677 18.417
O -1.908 12.823 20.406
H -3.917 12.968 20.582
H -3.295 13.084 18.900
H -4.570 10.932 19.490
H -3.134 10.492 20.472
H -1.952 10.572 18.540
H -1.215 12.454 19.848
C 0.085 6.122 20.014
C -0.779 7.323 20.209
O -0.730 7.805 21.557
O 1.468 6.629 19.895
H -0.124 5.693 19.034
H 0.132 5.418 20.841
H -1.822 7.015 20.049
H -0.611 8.076 19.435
H -1.182 8.655 21.609
H 1.976 5.998 20.413
```


[5]
DFT (ωB97M-V with the def2-TZVPD basis set) results for a 2-piece molecular cluster, C5H6 overall.

Spin multiplicity = 3
Energy relative to the best compared isomer or geometry (same formula, charge and spin) = 3.224 eV
⟨S²⟩ = 2.044
Energy = -193.7641 hartree

```
11
C5H6, DFT ωB97M-V with the def2-TZVPD basis set
C 0.679 -0.088 1.744
C 1.259 0.921 1.095
C -1.350 0.223 -1.676
C -0.895 -0.597 -0.726
C 1.020 -0.376 0.405
H 0.484 -0.562 2.694
H 1.823 1.810 0.931
H -2.222 0.051 -2.251
H -0.775 1.077 -1.943
H -1.687 -1.234 -0.342
H 1.665 -1.224 0.068
```


Question: Among the records above, which one has the highest energy?
Answer: C5H6


Question: Which of these has the lowest energy?
Answer: C2HBrNO4


Please write out number 5 again, unchanged.
DFT (ωB97M-V with the def2-TZVPD basis set) results for a 2-piece molecular cluster, C5H6 overall.

Spin multiplicity = 3
Energy relative to the best compared isomer or geometry (same formula, charge and spin) = 3.224 eV
⟨S²⟩ = 2.044
Energy = -193.7641 hartree

```
11
C5H6, DFT ωB97M-V with the def2-TZVPD basis set
C 0.679 -0.088 1.744
C 1.259 0.921 1.095
C -1.350 0.223 -1.676
C -0.895 -0.597 -0.726
C 1.020 -0.376 0.405
H 0.484 -0.562 2.694
H 1.823 1.810 0.931
H -2.222 0.051 -2.251
H -0.775 1.077 -1.943
H -1.687 -1.234 -0.342
H 1.665 -1.224 0.068
```